[1]
7 unconnected molecules or ions with the total composition C12H25Cl13O. Source: OMol25; level of theory: ωB97M-V/def2-TZVPD.

Geometry as XYZ:
```
51
Properties=species:S:1:pos:R:3:forces:R:3
C 10.256678 8.098118 10.016251 0.41 0.43 -1.38
Cl 9.159899 9.466823 10.229704 0.07 -0.02 0.13
Cl 9.376808 6.571746 10.271454 0.55 0.45 -0.16
Cl 11.690295 8.259282 11.043215 -0.15 -0.15 0.27
H 10.671102 8.208076 8.970017 -0.79 -0.64 1.18
C 14.034863 5.543186 13.360629 -0.23 0.45 -1.03
O 13.062460 6.353386 14.064365 0.68 -0.66 -0.59
H 14.988337 5.628571 13.888853 -0.35 -0.26 0.20
H 13.710290 4.478527 13.234482 0.30 0.82 0.36
H 14.257276 5.947184 12.323989 -0.45 -0.32 0.98
H 12.270499 6.387070 13.517442 0.02 0.02 0.05
Cl 13.250282 10.235580 8.105389 0.13 0.28 -0.23
C 14.892702 9.954901 7.415969 -0.77 -1.91 -1.37
C 15.748384 11.163259 7.440132 -0.62 1.92 -1.68
Cl 17.465283 10.769824 7.161056 -0.21 -0.08 0.34
H 14.691733 9.622827 6.325274 0.60 0.15 2.01
H 15.296893 9.169817 8.074339 -0.01 0.13 -0.71
H 15.557533 11.711106 8.356427 0.61 0.11 0.19
H 15.469111 11.830293 6.557903 0.28 -0.70 1.35
Cl 5.630800 15.211576 13.318794 0.80 -0.14 -0.56
C 6.837721 14.979169 11.967080 -1.63 0.33 -0.83
C 7.875686 13.939980 12.161514 0.87 -0.13 1.85
Cl 7.248234 12.238251 11.945115 0.34 0.85 0.05
H 7.196469 15.961361 11.605225 0.17 -0.53 0.88
H 6.266861 14.610897 11.114611 -0.42 0.15 0.08
H 8.372365 13.972352 13.175144 -0.60 -0.10 -1.16
H 8.617533 14.161238 11.408931 0.38 -0.49 -0.29
Cl 10.680494 19.845670 11.528274 0.40 -0.65 0.02
C 11.361833 18.161597 11.571482 0.12 -0.23 0.67
C 10.250812 17.146180 11.821275 0.96 0.36 -0.54
Cl 9.163502 17.260829 10.445858 -0.60 -0.54 -0.64
H 12.070969 18.130970 12.410503 -0.12 0.09 -0.37
H 11.855801 17.955875 10.629020 0.12 0.21 -0.05
H 9.721408 17.511458 12.652020 -0.87 0.12 1.23
H 10.577363 16.104487 12.002339 0.05 0.61 -0.37
Cl 11.251593 13.452684 13.021187 0.07 -0.26 -0.31
C 11.484815 12.043435 11.901303 1.55 0.48 0.47
C 12.068710 12.468838 10.559121 -2.24 -0.57 1.29
Cl 10.750132 13.213779 9.615862 -0.03 0.10 -0.45
H 10.572333 11.538564 11.830107 -1.53 -0.50 -0.29
H 12.156572 11.377454 12.433402 0.32 0.04 -0.02
H 12.432626 11.600896 10.047179 0.38 -0.11 -0.31
H 12.747126 13.235387 10.761730 1.52 0.89 -0.15
Cl 15.292158 11.743439 12.050579 -0.22 0.05 -0.10
C 15.850101 11.200743 13.653859 -1.20 0.82 0.68
C 14.770908 11.341124 14.767944 0.61 -0.24 -0.63
Cl 13.505274 10.049489 14.687703 0.40 0.74 -0.22
H 16.713083 11.795219 13.890245 0.23 0.51 0.25
H 16.204904 10.212041 13.521456 -0.02 -1.11 0.08
H 14.357529 12.352298 14.864396 -0.32 -0.39 -0.67
H 15.251682 11.197720 15.713725 0.47 -0.39 0.51
```
Forces are in eV/Å.

Its calculated total energy is -6529.92745 Eh. The net charge is 0. The value obtained for the HOMO energy is -10.47 eV. The value obtained for the orbital gap is 10.77 eV. The maximum force comes out at 2.64 eV/Å.

[2]
2 unconnected molecules or ions with the total composition CH8NO. Source: OMol25; level of theory: ωB97M-V/def2-TZVPD.

Geometry as XYZ:
```
11
Properties=species:S:1:pos:R:3:forces:R:3
C 1.010744 0.269231 -1.201897 0.24 0.69 -0.83
N 0.717358 -0.685587 -0.087265 0.03 -0.31 0.24
H 1.202210 1.278870 -0.801175 -0.15 -0.60 0.00
H 0.155127 0.322605 -1.895936 0.33 -0.16 0.50
H 1.900238 -0.060418 -1.764712 -0.43 0.00 0.41
H 1.521483 -0.739396 0.570063 -0.65 -0.04 -0.43
H -0.120834 -0.378930 0.446567 0.17 -0.12 -0.06
H 0.536077 -1.639337 -0.460217 0.13 0.67 0.38
O -1.983991 0.424718 1.526610 -0.64 0.23 0.41
H -2.014146 1.019720 2.309757 0.02 -0.61 -0.79
H -2.924267 0.188525 1.358206 0.95 0.24 0.18
```
Forces are in eV/Å.

Its energy above the lowest of the compared OMol25 structures with the same formula, charge and spin is 18.3 kJ/mol. Its calculated total energy is -172.64299 Eh. The net charge is +1. The value obtained for the HOMO energy is -15.76 eV. The value obtained for the orbital gap is 12.00 eV. The maximum force comes out at 1.11 eV/Å.

[3]
A molecular structure, C32H41AsN4ORuS. Source: OMol25; level of theory: ωB97M-V/def2-TZVPD.

Geometry as XYZ:
```
81
Properties=species:S:1:pos:R:3:forces:R:3
Ru 0.647853 1.198382 0.407446 0.05 0.16 -0.24
N 1.218603 0.237482 -1.650848 0.03 0.02 -0.04
C 2.616125 0.501768 -2.076694 0.03 0.01 0.01
C 3.484336 0.862947 -0.883932 -0.03 0.00 -0.01
N 2.897798 1.949144 -0.062302 0.00 -0.02 0.06
C 3.669288 2.113938 1.201440 -0.01 0.00 -0.02
C 3.065338 1.336259 2.350632 -0.02 0.01 0.03
N 1.633582 1.697687 2.477647 0.00 -0.02 -0.06
C 2.844885 3.237004 -0.793047 -0.01 -0.01 0.00
C 1.835516 4.173972 -0.163829 -0.01 0.00 -0.02
N 0.506020 3.513681 -0.162570 0.05 -0.02 -0.03
H 1.111081 -0.747266 -1.409380 -0.03 0.00 -0.02
H 0.578119 0.415272 -2.417953 0.00 0.00 -0.01
H 2.603222 1.300741 -2.814693 0.00 -0.01 -0.01
H 3.046332 -0.369455 -2.572254 -0.02 -0.01 0.00
H 4.483440 1.144879 -1.231177 0.01 0.00 0.01
H 3.596315 -0.008374 -0.234612 0.02 0.01 0.00
H 3.689112 3.172571 1.459805 0.00 0.00 0.00
H 4.708589 1.812965 1.049739 0.00 0.01 -0.02
H 3.621252 1.555544 3.263537 -0.01 -0.01 0.01
H 3.126123 0.262945 2.177862 0.01 0.00 0.00
H 1.542292 2.665841 2.777094 -0.01 0.00 0.03
H 1.180303 1.143237 3.200311 -0.02 -0.01 0.00
H 2.549408 3.049299 -1.824793 0.01 0.00 0.00
H 3.834655 3.701623 -0.821983 0.01 -0.01 -0.01
H 1.812800 5.112967 -0.717721 -0.01 0.01 0.01
H 2.095075 4.416411 0.866118 0.00 0.00 0.01
H 0.122357 3.532058 -1.105560 -0.01 0.03 -0.01
H -0.146245 4.056892 0.397292 -0.01 0.00 0.00
C -6.009447 3.469874 -1.399793 0.00 0.00 -0.01
C -5.662921 3.195499 -0.083145 0.00 0.00 0.01
C -4.458128 2.572326 0.208613 -0.03 -0.05 0.01
C -3.617141 2.228153 -0.843564 0.13 0.13 -0.13
C -3.944178 2.512118 -2.167085 0.02 0.02 0.02
C -5.155711 3.127292 -2.440574 0.00 0.01 0.00
As -1.970372 1.277148 -0.527555 0.08 -0.35 0.32
C -2.340325 -0.618480 -0.566294 -0.02 0.05 -0.09
C -2.629786 -1.382133 -1.685531 -0.01 -0.02 0.00
C -2.963241 -2.721738 -1.516476 0.01 0.00 0.04
C -3.000610 -3.275631 -0.241033 -0.01 0.00 -0.03
C -2.695220 -2.506809 0.875102 0.00 0.01 0.04
C -2.351084 -1.168038 0.720793 0.01 0.00 0.02
C -2.037670 -0.222233 1.810772 0.00 -0.01 -0.06
C -2.032302 -0.511169 3.168339 0.00 -0.02 0.01
C -1.804887 0.498968 4.097330 0.00 0.01 0.01
C -1.593121 1.813874 3.691059 0.00 0.00 0.01
C -1.593437 2.120963 2.338414 0.02 -0.01 -0.07
C -1.795781 1.105788 1.392486 -0.07 0.08 0.15
H -6.951060 3.956048 -1.616304 0.00 0.00 0.00
H -6.334475 3.461984 0.721779 0.00 0.00 0.00
H -4.204429 2.344927 1.235724 0.01 0.00 0.00
H -3.273315 2.257014 -2.979176 -0.01 0.00 0.00
H -5.429701 3.343648 -3.464158 0.00 0.00 0.00
H -2.637872 -0.945706 -2.677016 -0.01 0.00 0.00
H -3.221694 -3.325639 -2.376108 0.00 0.00 0.00
H -3.291008 -4.310092 -0.113369 0.01 0.00 0.00
H -2.764774 -2.948751 1.861896 0.00 -0.01 -0.01
H -2.252116 -1.512289 3.517390 0.00 0.00 0.00
H -1.831955 0.265103 5.154048 0.00 0.00 0.00
H -1.471366 2.597479 4.427495 0.00 -0.01 0.00
H -1.496852 3.155137 2.026782 -0.01 0.00 0.00
C 2.330624 -5.565532 -3.454169 0.05 0.01 0.00
C 2.192982 -4.686890 -2.247004 -0.02 -0.04 -0.05
C 0.960741 -4.110952 -1.912050 0.00 -0.01 0.02
C 0.821587 -3.322134 -0.786237 0.06 0.00 -0.01
C 1.943507 -3.091460 0.012432 -0.05 -0.02 -0.10
C 3.184807 -3.634285 -0.305125 -0.01 -0.02 0.00
C 3.295548 -4.434442 -1.431075 0.03 0.01 0.05
S 1.828239 -2.079275 1.436164 0.15 0.01 -0.08
C 0.609444 -2.933191 2.411641 -0.01 0.02 0.00
O 1.099981 -0.799589 0.936637 -0.23 0.04 0.26
H 1.374753 -5.738735 -3.942349 -0.01 0.00 0.01
H 2.759154 -6.529447 -3.178202 -0.02 -0.01 0.01
H 3.011331 -5.115516 -4.179001 -0.01 0.01 0.00
H 0.098231 -4.310964 -2.535669 0.00 0.01 0.00
H -0.144036 -2.898225 -0.529196 -0.02 0.00 0.00
H 4.045762 -3.455483 0.328296 0.00 0.01 -0.01
H 4.252145 -4.879129 -1.675416 0.00 0.00 0.00
H -0.290427 -3.081806 1.818732 0.00 -0.01 0.00
H 0.412792 -2.339536 3.302842 0.01 0.00 -0.01
H 1.055223 -3.888449 2.692349 -0.01 0.00 0.00
```
Forces are in eV/Å.

Its energy above the lowest of the compared OMol25 structures with the same formula, charge and spin is 0.0 kJ/mol. The spin multiplicity is 6. Its calculated total energy is -4266.13873 Eh. The net charge is +3. The expectation value of S² is 8.77. The value obtained for the HOMO energy (spin up / spin down) is -16.35 / -16.49 eV. The value obtained for the orbital gap (spin up / spin down) is 8.42 / 6.07 eV. The maximum force comes out at 0.48 eV/Å.

[4]
3 unconnected molecules or ions with the total composition C26H35NO7. Source: OMol25; level of theory: ωB97M-V/def2-TZVPD.

Geometry as XYZ:
```
69
Properties=species:S:1:pos:R:3:forces:R:3
C -1.825253 8.499899 -0.468094 1.58 -0.78 -0.23
C -1.366518 7.365897 0.597843 -2.25 0.25 2.03
O -2.135083 7.049382 1.557673 3.36 1.12 -3.61
N -0.026333 6.801507 0.392286 -1.82 -1.44 0.74
C 0.182840 6.276033 -0.994826 1.54 -0.20 -0.48
C 0.337276 5.796190 1.413334 0.85 -1.81 2.59
C 1.053114 6.350330 2.697732 -0.72 -3.92 -0.82
C 1.508470 5.354020 3.795961 -2.05 -0.64 -3.51
C 1.232280 3.849354 3.560650 -0.65 0.70 -1.35
C 0.486691 3.279843 2.297623 0.84 3.30 0.38
C 0.024926 4.279859 1.196450 1.81 0.72 3.50
C 0.275967 1.680699 2.191685 -1.19 -0.90 -0.53
O -0.788867 1.145761 1.788726 3.94 2.07 1.18
C 1.557527 0.820553 2.668079 2.31 -0.77 1.03
C 2.069092 -0.441140 1.925900 1.11 1.33 2.73
C 3.334888 -1.229942 2.431132 -1.56 3.39 2.07
C 3.782471 -2.545338 1.641507 -0.81 1.03 0.50
O 4.334462 -2.113285 0.348028 -2.75 -1.20 0.89
O 5.586182 -1.631377 0.528208 2.72 1.46 0.71
C 4.043812 -0.643004 3.681210 -2.31 1.21 -1.14
C 3.558523 0.639214 4.450972 -2.11 -0.87 -2.91
C 2.295327 1.385988 3.945061 1.12 -2.58 -1.65
C 1.713095 2.732012 4.623873 0.27 0.32 1.51
O 1.678346 2.895722 5.869244 0.31 -0.49 -4.49
H -2.597659 8.014620 -1.151623 0.85 0.90 1.01
H -0.903648 8.787617 -1.105869 -1.59 -0.46 0.95
H -2.177447 9.459887 0.032336 0.17 -1.66 -0.44
H 1.140932 5.628819 -0.954432 -1.56 1.13 -0.10
H 0.426742 7.163477 -1.667082 -0.66 -1.39 0.63
H -0.644130 5.592067 -1.383095 0.88 1.20 0.44
H 1.238841 7.484861 2.761592 -0.34 -2.13 -0.06
H 2.022381 5.793808 4.714509 -0.80 -1.14 -1.37
H -0.512837 3.860277 0.278186 0.89 0.89 1.53
H 1.491409 -0.774932 0.993904 1.00 0.46 1.60
H 2.815730 -3.140214 1.414127 1.75 0.89 0.15
H 4.527481 -3.184489 2.232414 -0.99 1.04 -0.92
H 5.554360 -0.673465 0.806010 -0.65 -1.12 -0.36
H 4.979727 -1.176351 4.058360 -1.49 0.86 -0.54
H 4.138333 1.044815 5.359478 -1.08 -0.84 -1.67
C -0.370768 -3.018806 -0.877208 -0.18 0.21 0.13
C -0.517273 -4.393500 -0.249356 0.07 0.02 -0.01
O -0.200184 -4.419956 1.135872 0.19 -0.07 0.04
C -1.003356 -3.608606 1.986078 -0.07 -0.05 0.06
C -2.471662 -3.995650 1.979692 -0.11 -0.02 -0.25
H 0.618633 -2.602328 -0.668872 -0.01 -0.10 -0.08
H -0.510150 -3.076072 -1.959660 0.05 -0.02 0.07
H -1.110304 -2.317593 -0.481649 0.01 -0.01 -0.08
H 0.181658 -5.077769 -0.738338 -0.01 -0.02 0.24
H -1.520388 -4.799756 -0.418972 -0.03 0.07 -0.01
H -0.871781 -2.550057 1.739347 -0.08 0.03 -0.03
H -0.611589 -3.741878 2.998254 0.15 -0.09 -0.18
H -2.933647 -3.797093 1.008809 -0.03 0.05 0.09
H -3.019970 -3.425199 2.732678 0.06 -0.03 -0.04
H -2.591527 -5.062476 2.186216 0.05 0.09 0.06
C -1.607442 -5.341991 -6.599950 0.17 0.14 0.12
C -3.049623 -5.111765 -6.182774 0.05 -0.07 -0.02
O -3.259555 -5.230649 -4.782685 -0.08 -0.10 0.08
C -2.551899 -4.315315 -3.958492 -0.13 0.04 0.02
C -2.910620 -2.863063 -4.220991 0.03 0.09 -0.26
H -1.237456 -6.290827 -6.202960 -0.09 0.03 -0.07
H -1.523064 -5.356700 -7.689322 -0.03 -0.01 0.08
H -0.951019 -4.552675 -6.224662 -0.01 -0.02 -0.10
H -3.676273 -5.874192 -6.653449 -0.04 0.04 0.24
H -3.414411 -4.143463 -6.542599 0.07 0.03 -0.01
H -1.472750 -4.479338 -4.046146 0.05 0.07 -0.05
H -2.820082 -4.559948 -2.926749 -0.06 -0.17 -0.16
H -2.582237 -2.542933 -5.213493 0.03 0.03 0.09
H -2.431867 -2.212376 -3.485404 -0.04 -0.05 -0.02
H -3.992845 -2.717001 -4.172289 0.08 -0.04 0.08
```
Forces are in eV/Å.

Its energy above the lowest of the compared OMol25 structures with the same formula, charge and spin is 1482.3 kJ/mol. Its calculated total energy is -1592.68117 Eh. The net charge is 0. The value obtained for the HOMO energy is -9.02 eV. The value obtained for the orbital gap is 7.81 eV. The maximum force comes out at 5.05 eV/Å.